The following is a quantum chemistry calculation of 12 unconnected molecules or ions with the total composition C54H76F3N13O3P in a non-equilibrium geometry, from the Open Molecules 2025 dataset.

Structure (XYZ):
```
150
Properties=species:S:1:pos:R:3:forces:R:3
C -0.86893 -0.02128 -0.60952 -0.4 -0.5 -0.6
C -0.92337 -0.57389 -2.02658 0.0 0.2 -0.1
C -2.32142 -0.95005 -2.47854 0.1 0.0 -0.1
C -3.29693 0.19834 -2.29207 -0.3 -0.4 0.1
C -4.64735 -0.21105 -2.85541 0.5 0.5 0.0
N -5.58050 0.93878 -3.22388 0.4 -1.0 -0.7
C -7.03507 0.45074 -3.22569 -0.4 0.1 0.0
O -7.66484 0.79073 -2.06200 0.0 -0.2 0.4
C -7.39443 -0.01425 -0.94293 0.7 0.6 1.9
C -7.83052 -1.44572 -0.96789 0.0 0.3 -0.3
O -6.88255 0.50553 0.02399 -0.7 -0.5 -1.7
C -5.38193 2.11932 -2.35429 -0.4 0.4 0.5
O -6.41620 3.03539 -2.60103 -0.1 0.2 -0.1
C -6.06426 4.33526 -2.42435 -0.4 0.3 0.0
F -7.18633 5.06534 -2.39551 0.9 -0.5 -0.1
F -5.26608 4.77939 -3.40683 -0.2 0.0 0.3
F -5.39270 4.49283 -1.26946 -0.2 0.1 -0.2
P -5.16233 1.31416 -4.99039 -0.3 1.5 -1.1
N -5.72550 2.65431 -5.49593 0.2 -0.6 0.1
H -1.22705 0.99619 -0.63376 0.1 0.4 0.4
H 0.12634 -0.08604 -0.20973 0.4 0.3 0.2
H -1.52776 -0.60864 0.01920 -0.1 -0.1 0.4
H -0.57573 0.18909 -2.71357 0.4 0.2 -0.2
H -0.26235 -1.41995 -2.14002 0.2 -0.3 0.0
H -2.29749 -1.20321 -3.53297 0.1 -0.2 -0.3
H -2.67293 -1.83374 -1.95915 -0.2 -0.3 0.3
H -3.40783 0.39356 -1.23506 0.0 0.3 0.3
H -2.88241 1.07900 -2.76679 0.1 0.3 -0.2
H -4.47684 -0.77136 -3.76883 -0.2 -0.2 -0.3
H -5.13322 -0.88403 -2.16825 -0.4 -0.1 0.3
H -7.54224 0.90976 -4.05963 -0.2 0.5 -0.1
H -7.04626 -0.61568 -3.39537 0.4 -0.4 -0.1
H -7.54649 -1.87259 -0.02651 0.1 -0.2 0.4
H -7.39050 -2.03271 -1.76342 0.2 -0.1 -0.3
H -8.89975 -1.50343 -1.09569 -0.4 0.0 0.0
H -5.42328 1.78930 -1.32829 -0.1 -0.2 0.4
H -4.42540 2.57564 -2.54024 0.5 0.0 -0.3
H -3.76612 1.18606 -5.06024 0.0 -0.5 0.4
H -5.77144 0.20620 -5.59433 0.1 -0.3 0.5
H -4.97776 3.27395 -5.77693 -0.1 0.5 0.0
N 3.44946 -1.00996 0.32041 0.0 0.1 0.0
C 4.37660 -0.37975 1.10542 0.0 0.0 0.1
C 5.08530 0.47981 0.30990 -0.1 0.0 0.0
C 4.56318 0.36599 -1.00720 0.0 0.1 0.0
C 3.55394 -0.55763 -0.96828 -0.1 -0.1 0.0
H 2.79607 -1.69771 0.64240 0.0 0.0 0.0
H 4.44992 -0.59641 2.15880 0.0 0.0 0.0
H 5.88942 1.11812 0.63389 0.0 0.0 0.0
H 4.89181 0.90130 -1.88187 0.0 0.0 0.0
H 2.90623 -0.93107 -1.74302 0.0 0.0 0.0
N -7.68965 5.29077 1.04658 0.0 0.0 0.1
C -8.88738 4.98774 1.63666 0.0 0.0 0.0
C -8.77762 5.26478 2.97168 0.0 0.0 0.0
C -7.46302 5.75688 3.19671 0.0 0.0 0.0
C -6.81730 5.76301 1.99089 0.0 0.0 -0.1
H -7.48644 5.18710 0.07360 0.0 0.1 -0.1
H -9.70998 4.60470 1.05824 0.0 0.0 0.0
H -9.55287 5.13311 3.70665 0.0 0.0 0.0
H -7.04326 6.07307 4.13608 0.0 0.0 0.0
H -5.81883 6.06357 1.72411 0.0 0.0 0.0
N 8.66374 -2.51370 0.58532 0.0 0.0 0.1
C 9.79422 -2.25995 1.31098 -0.1 -0.1 0.0
C 9.46174 -1.39129 2.31515 0.0 0.0 0.0
C 8.07292 -1.11002 2.18578 -0.1 0.0 0.1
C 7.60933 -1.82174 1.10984 0.0 -0.1 -0.1
H 8.61676 -3.11675 -0.21387 0.0 0.0 0.0
H 10.73144 -2.71909 1.05129 0.0 0.0 0.0
H 10.13544 -0.99855 3.05815 0.0 0.0 0.0
H 7.48276 -0.45939 2.81130 0.0 0.1 0.0
H 6.62723 -1.88918 0.67634 0.0 0.1 0.0
N -0.40457 4.03402 -2.49374 0.0 -0.2 -0.1
C -0.04212 4.52064 -3.72366 0.0 0.0 0.0
C 1.22807 4.08597 -3.98597 0.0 0.0 0.0
C 1.65261 3.30934 -2.87211 0.0 -0.1 -0.1
C 0.62330 3.29014 -1.97264 -0.1 0.0 0.1
H -1.27898 4.20849 -2.03861 0.0 0.1 0.1
H -0.71181 5.13840 -4.29683 0.0 0.0 0.0
H 1.79682 4.30815 -4.87243 0.0 0.0 0.0
H 2.60538 2.82434 -2.74527 0.0 0.0 0.0
H 0.53574 2.82353 -1.00641 0.1 0.0 0.0
N -6.97970 5.22546 -7.28091 0.0 0.1 0.0
C -8.12673 5.22942 -8.02491 -0.1 0.0 0.0
C -7.77381 5.40211 -9.33868 0.0 0.0 0.0
C -6.35861 5.50524 -9.38742 0.0 0.0 0.0
C -5.89935 5.39488 -8.10319 0.0 -0.1 0.1
H -6.93759 5.11903 -6.28538 0.0 0.0 0.0
H -9.09139 5.11033 -7.56141 0.0 0.0 0.0
H -8.45507 5.45329 -10.17129 0.0 0.0 0.0
H -5.75056 5.65180 -10.26320 0.0 0.0 0.0
H -4.89881 5.42726 -7.70678 0.0 0.1 0.0
N 6.36679 -3.57341 4.03823 0.0 0.0 0.0
C 7.04720 -4.13347 5.08226 0.0 0.0 0.0
C 6.24085 -5.08231 5.65239 0.0 0.0 0.0
C 5.02445 -5.09551 4.91981 0.0 0.0 0.0
C 5.13438 -4.15418 3.92981 0.0 0.1 0.0
H 6.72140 -2.84454 3.44195 0.1 0.0 -0.1
H 8.04391 -3.81110 5.32822 0.0 0.0 0.0
H 6.49338 -5.69955 6.49757 0.0 0.0 0.0
H 4.17023 -5.72599 5.09999 0.0 0.0 0.0
H 4.44479 -3.85038 3.16083 0.0 0.0 0.0
N -8.10510 8.58187 -8.17468 -0.1 0.0 0.1
C -7.76364 9.18638 -6.99744 0.0 0.0 0.0
C -7.46666 10.49674 -7.26528 0.0 0.0 0.0
C -7.63908 10.68939 -8.66192 0.0 0.0 0.0
C -8.03407 9.48959 -9.19245 0.0 0.0 0.0
H -8.36612 7.61420 -8.27551 0.1 0.0 -0.1
H -7.76203 8.63569 -6.07237 0.0 0.0 0.0
H -7.16190 11.23457 -6.54268 0.0 0.0 0.0
H -7.49092 11.60270 -9.21222 0.0 0.0 0.0
H -8.26903 9.20657 -10.20376 0.0 0.0 0.0
N 2.98783 -8.43013 6.24289 0.0 -0.1 0.0
C 3.82438 -8.88707 5.26148 0.0 0.0 0.0
C 4.68176 -9.79114 5.82629 0.0 0.0 0.0
C 4.34970 -9.88549 7.20487 0.0 0.0 0.0
C 3.30086 -9.03431 7.42999 -0.1 0.0 0.1
H 2.25893 -7.75541 6.11400 0.0 0.0 0.0
H 3.73872 -8.52983 4.25020 0.0 0.0 0.0
H 5.46137 -10.32510 5.31122 0.0 0.0 0.0
H 4.82799 -10.50611 7.94414 0.0 0.0 0.0
H 2.75376 -8.80403 8.32925 0.0 0.1 0.0
N 13.49706 0.11493 0.45916 0.0 0.0 -0.1
C 12.25085 -0.29131 0.06580 0.1 0.1 0.1
C 12.24833 -0.36086 -1.30160 0.0 0.0 0.0
C 13.54503 0.01465 -1.74916 0.0 0.0 0.0
C 14.29151 0.30188 -0.63924 0.0 0.0 0.1
H 13.78474 0.25512 1.40828 0.0 0.0 0.1
H 11.47754 -0.49150 0.78580 0.0 0.1 -0.1
H 11.41052 -0.64832 -1.91440 0.0 0.0 0.0
H 13.88810 0.06807 -2.76819 0.0 0.0 0.0
H 15.31410 0.62041 -0.53708 0.0 0.0 0.0
N 4.44484 1.88986 4.61775 0.0 0.0 0.0
C 3.20457 2.32728 4.99123 0.0 0.0 0.0
C 2.55592 1.28337 5.59497 0.0 0.0 0.0
C 3.44213 0.17157 5.58674 0.0 0.0 0.0
C 4.59878 0.57932 4.97926 0.1 0.0 -0.1
H 5.13572 2.44506 4.15047 0.0 0.0 0.0
H 2.89273 3.33900 4.79926 0.0 0.0 0.0
H 1.55945 1.31329 6.00157 0.0 0.0 0.0
H 3.25405 -0.81158 5.98379 0.0 0.0 0.0
H 5.51482 0.05100 4.77589 0.0 0.0 0.0
N 1.83379 -11.75901 9.29212 0.0 0.0 0.0
C 2.51917 -12.31257 10.33769 0.0 0.0 0.0
C 1.71700 -13.26248 10.91074 0.0 0.0 0.0
C 0.49886 -13.28381 10.17918 0.0 0.0 0.0
C 0.60343 -12.34595 9.18726 0.0 0.0 0.0
H 2.18027 -11.03243 8.69213 0.1 0.0 -0.1
H 3.51464 -11.98546 10.58310 0.0 0.0 0.0
H 1.97386 -13.87475 11.75816 0.0 0.0 0.0
H -0.35373 -13.91577 10.36034 0.0 0.0 0.0
H -0.08848 -12.04840 8.41876 0.0 0.0 0.0
```
Positions in Å, forces in eV/Å.

## Properties
Net charge: +1
HOMO energy (eV): -8.90
Energy relative to the best compared isomer or geometry (same formula, charge and spin) (kJ/mol): 0.00
HOMO-LUMO gap (eV): 5.89
E_LUMO (hartree): -0.1107
Strongest force on any atom (eV/A): 2.10
Energy (Eh): -3681.361936

***

The following is a quantum chemistry calculation of 16 unconnected molecules or ions with the total composition C54H89BIN17O8P in a non-equilibrium geometry, from the Open Molecules 2025 dataset.

Structure (XYZ):
```
171
Properties=species:S:1:pos:R:3:forces:R:3
C 1.35452 1.73739 0.20476 0.2 -0.6 -0.4
C 0.97266 0.55093 -0.40059 0.5 0.5 1.4
C -0.28865 -0.20406 -0.16501 0.7 0.5 -0.6
P -0.43084 -1.11150 -1.90927 0.1 -1.5 0.1
C -2.16991 -1.16466 -2.45873 -0.3 0.3 0.2
O 0.19604 -0.05622 -2.98557 -0.4 0.5 0.1
C -1.44689 0.80083 -0.01988 -0.3 -0.1 0.7
I -1.34364 2.19827 1.71677 0.3 0.0 0.1
C -1.59159 1.79307 -1.16925 -0.8 0.7 -0.2
O -2.77428 2.51058 -0.88891 0.8 -0.4 -0.3
C -2.97449 3.58662 -1.78795 -1.3 0.9 0.8
C -3.66376 4.71187 -0.94971 0.0 -1.0 0.1
O -4.27748 4.06882 0.16238 0.2 0.3 0.2
C -4.55994 4.95292 1.21830 -0.7 -0.1 0.5
C -4.43740 4.25225 2.56485 0.2 0.3 0.0
O -2.67598 0.18611 0.14997 0.1 -0.1 -0.3
C -2.72914 -1.11180 0.69274 -1.1 0.7 0.1
B -4.12341 -1.19135 1.53136 0.2 0.2 0.0
C -5.05966 -2.42744 1.52018 0.4 0.1 0.5
O -4.42625 -0.07306 2.24950 -0.8 -0.3 -0.1
C -1.60910 -1.60825 1.54699 -0.6 -0.8 -0.7
O -1.79658 -1.57764 2.96197 -0.5 0.7 0.4
C -1.78534 -0.53531 3.73424 2.6 3.6 3.0
N -1.45061 0.32124 4.51382 -1.9 -3.9 -3.2
N -0.20800 -1.28569 1.02494 -0.2 -0.6 -0.1
C 0.31852 -2.67479 0.60370 0.1 -1.2 0.7
C 1.78016 -3.02449 0.37787 0.3 0.1 -0.5
C 2.64576 -2.59946 -0.80961 0.7 0.7 0.3
C 3.89945 -1.82872 -0.35366 -0.1 -0.8 -0.5
C 4.58881 -1.05795 -1.47479 0.6 0.3 1.0
C 6.10514 -1.08238 -1.23305 -0.7 0.3 0.3
C 6.81613 0.14060 -1.76535 0.9 -0.4 0.1
C 6.48610 1.41512 -1.00459 0.1 0.0 -0.3
C 0.70897 -0.76464 2.06887 0.3 0.3 0.4
C 0.95910 -1.58354 3.30495 -0.8 -1.2 1.0
O 0.51278 -2.67142 3.59099 0.9 1.2 -0.6
O 1.81950 -0.90759 4.12218 -0.2 -0.3 -0.2
H 1.61213 1.88466 1.24260 -1.5 0.4 0.5
H 1.52533 2.60128 -0.43187 1.6 -0.3 -0.2
H 1.73252 0.12541 -1.03907 -0.7 0.6 -1.7
H -2.13313 -1.19809 -3.54198 0.2 0.0 -0.2
H -2.63985 -2.08898 -2.14314 0.0 -0.3 0.1
H -2.82103 -0.34405 -2.18290 -0.1 0.1 0.1
H 0.74070 -0.55934 -3.59656 0.3 0.0 -0.1
H -0.76374 2.48913 -1.22022 0.4 -0.1 0.0
H -1.73001 1.32245 -2.14078 0.4 -0.4 -0.1
H -3.68329 3.30532 -2.56080 0.1 -0.3 -0.3
H -2.05361 3.94748 -2.23166 0.2 0.0 -0.1
H -4.44706 5.19354 -1.51890 0.2 0.4 -0.4
H -2.92831 5.43121 -0.59898 0.1 0.2 0.0
H -5.58105 5.34074 1.14882 -0.2 0.1 -0.4
H -3.90556 5.81346 1.24195 0.2 0.1 -0.4
H -4.54418 3.17881 2.46722 -0.1 -0.2 0.0
H -5.18415 4.62230 3.25952 -0.2 0.0 0.1
H -3.47159 4.48141 3.00322 0.2 -0.2 0.1
H -2.89134 -1.82385 -0.11289 0.6 -0.1 -0.3
H -5.15891 -2.77823 2.54705 -0.1 -0.2 0.2
H -6.05561 -2.09080 1.24841 -0.2 0.0 -0.2
H -4.73988 -3.25247 0.89683 0.0 -0.2 -0.2
H -4.54370 0.71495 1.70684 0.6 0.4 0.1
H -1.75700 -2.66589 1.38601 0.5 -0.3 0.3
H 0.11217 -3.27051 1.48712 -0.1 0.2 0.3
H -0.34803 -3.13451 -0.11114 -0.1 0.5 -0.7
H 2.35449 -2.84726 1.28399 0.0 0.3 0.3
H 1.74055 -4.11150 0.35781 -0.3 -0.2 0.0
H 2.17657 -2.02368 -1.59623 -0.6 0.0 0.0
H 3.05572 -3.48228 -1.28487 -0.3 -0.3 -0.3
H 3.71164 -1.20114 0.51635 -0.1 0.3 0.1
H 4.59713 -2.59616 -0.02263 0.1 -0.1 0.4
H 4.29853 -0.01303 -1.37998 -0.3 0.2 -0.4
H 4.36215 -1.44423 -2.45598 -0.2 0.0 -0.2
H 6.22438 -1.05602 -0.14939 0.2 -0.1 0.2
H 6.53641 -2.02282 -1.56159 0.1 -0.1 -0.3
H 6.67725 0.25462 -2.83609 -0.2 0.1 -0.2
H 7.88238 -0.03596 -1.64556 0.2 -0.1 -0.1
H 5.67184 1.94279 -1.48208 -0.3 0.3 0.1
H 6.24938 1.21946 0.03751 -0.2 -0.1 0.2
H 7.35704 2.06052 -0.99783 0.0 0.3 -0.1
H 1.70522 -0.59852 1.67702 0.0 -0.1 -0.6
H 0.38034 0.22328 2.37709 -0.3 0.1 0.1
H 1.31720 -0.23420 4.60008 0.0 0.2 0.2
C 6.10542 -5.05577 -3.47118 0.2 -0.3 0.1
C 5.45889 -3.81174 -3.84886 0.1 -0.1 0.0
N 4.95619 -2.82506 -4.14798 -0.1 0.0 -0.2
H 5.65611 -5.90608 -3.97656 -0.1 0.1 0.0
H 7.16496 -5.03619 -3.72260 0.0 0.2 0.0
H 6.02300 -5.23002 -2.39969 -0.1 0.1 0.0
C -0.10463 7.13283 0.92961 -0.2 0.4 0.1
C 0.04689 5.92416 0.13896 0.1 0.0 0.0
N 0.17044 4.95815 -0.46974 0.1 -0.2 0.0
H 0.33302 6.99815 1.91704 0.0 -0.1 0.0
H 0.38860 7.97912 0.45555 0.1 -0.1 -0.1
H -1.15772 7.37069 1.06510 0.0 -0.1 0.0
C -3.72345 -0.88659 6.56200 0.3 0.0 -0.1
C -4.99168 -0.90472 7.27113 0.1 0.0 -0.1
N -6.01064 -0.91829 7.79505 -0.1 0.0 0.1
H -3.09300 -0.07078 6.90883 0.0 0.0 0.0
H -3.18010 -1.81889 6.70829 -0.1 0.0 0.1
H -3.88481 -0.75013 5.49504 -0.1 0.1 0.0
C 6.80376 -7.90984 -6.51099 0.2 0.0 -0.3
C 6.11477 -8.13946 -5.25139 0.0 -0.1 -0.1
N 5.57269 -8.32080 -4.25742 -0.1 0.0 0.1
H 6.34112 -8.48392 -7.31109 -0.1 0.0 0.0
H 6.76801 -6.85642 -6.78378 0.0 0.0 0.1
H 7.84769 -8.20780 -6.43729 0.0 0.0 0.1
C 10.81830 -1.20913 0.30147 0.1 0.1 0.2
C 10.26902 -1.82831 -0.89389 0.0 0.0 0.1
N 9.83764 -2.31479 -1.83781 -0.1 -0.1 -0.1
H 10.02586 -0.96183 1.00529 -0.1 0.0 0.0
H 11.51477 -1.88231 0.79714 0.0 -0.1 0.0
H 11.35008 -0.29368 0.04980 0.0 0.0 -0.1
C -7.97641 0.03932 5.55285 0.1 0.0 0.2
C -8.85345 -0.03610 4.39577 0.1 0.0 0.0
N -9.52769 -0.09652 3.47063 -0.1 0.0 -0.2
H -8.35249 0.75661 6.27924 -0.1 0.0 0.0
H -7.89399 -0.92238 6.05120 -0.1 -0.1 0.0
H -6.97657 0.35221 5.25945 0.0 0.0 -0.1
C 5.57012 -0.98145 -6.96788 -0.1 -0.2 0.2
C 5.94298 -0.03810 -8.00973 0.0 -0.1 0.1
N 6.23686 0.70665 -8.82926 0.0 0.1 -0.1
H 6.30657 -1.77698 -6.87799 0.1 0.0 -0.1
H 5.49438 -0.48819 -6.00140 0.0 0.1 0.0
H 4.60736 -1.44004 -7.18381 0.0 0.0 -0.1
C 2.44883 -5.16494 3.25245 -0.3 0.2 0.3
C 3.57064 -5.68702 2.49286 -0.1 0.0 0.1
N 4.46383 -6.08726 1.89555 0.1 0.0 -0.1
H 2.53516 -4.08851 3.37977 0.2 0.0 0.0
H 1.50636 -5.36589 2.74730 0.1 -0.1 -0.1
H 2.40023 -5.60798 4.24595 0.1 -0.1 0.0
C 4.01778 5.75492 -0.70063 0.2 -0.4 -0.1
C 3.30961 7.01007 -0.55350 0.1 -0.2 0.0
N 2.74871 8.00020 -0.43714 -0.2 0.3 0.1
H 4.39302 5.40780 0.26036 0.0 0.1 0.1
H 3.35576 4.99219 -1.10781 -0.1 0.1 0.0
H 4.86373 5.87009 -1.37389 0.0 0.1 0.0
C -0.53820 -8.75402 2.67961 -0.1 -0.3 0.2
C -0.11840 -7.54779 1.98731 -0.1 -0.1 0.0
N 0.21337 -6.60198 1.43112 -0.1 0.2 -0.1
H 0.23503 -9.51737 2.62018 0.1 0.0 -0.1
H -0.73373 -8.54628 3.72981 0.0 0.1 0.0
H -1.44728 -9.15386 2.23513 0.0 0.1 -0.1
C -5.07424 8.47920 3.76469 -0.3 0.1 0.1
C -3.94815 7.85329 3.09389 0.0 0.1 0.1
N -3.06234 7.35487 2.56456 0.2 0.1 0.1
H -5.01314 9.56265 3.68533 0.1 0.0 0.0
H -6.01355 8.15667 3.31916 0.0 -0.1 -0.1
H -5.08718 8.21421 4.82003 0.1 -0.1 0.0
C 7.58707 -6.10109 3.19806 -0.2 -0.2 -0.2
C 8.63294 -5.45729 3.97660 -0.1 -0.1 -0.1
N 9.45088 -4.94141 4.59158 0.1 0.1 0.1
H 6.62521 -6.02415 3.69858 0.0 0.1 0.1
H 7.48765 -5.63823 2.21895 0.0 0.1 0.0
H 7.80296 -7.15704 3.04869 0.1 0.0 0.1
C -6.07944 4.38529 -5.12620 0.0 -0.1 -0.1
C -5.03052 5.13243 -4.45045 0.0 -0.1 -0.1
N -4.19651 5.71324 -3.91776 0.1 0.1 0.0
H -7.04172 4.50175 -4.63720 0.3 0.1 0.1
H -6.19028 4.71633 -6.15681 0.1 0.1 0.0
H -5.84912 3.32162 -5.14254 0.1 0.0 0.1
C -8.57938 1.46205 0.57207 0.1 -0.1 0.3
C -8.79379 1.97323 -0.77229 0.1 0.0 0.1
N -8.95675 2.37565 -1.83291 0.0 0.1 -0.2
H -7.76656 1.99643 1.06177 0.0 0.1 -0.1
H -9.47026 1.57287 1.18594 -0.1 0.0 -0.1
H -8.32571 0.40426 0.55260 0.0 0.0 -0.1
C -10.71909 5.75287 -4.84383 -0.2 0.2 0.0
C -9.71395 4.72176 -5.03649 -0.1 0.0 0.0
N -8.92564 3.90346 -5.18869 -0.4 -0.1 -0.1
H -10.78300 6.39476 -5.72016 0.1 0.0 -0.1
H -11.69671 5.30617 -4.67496 0.0 -0.1 0.0
H -10.47375 6.37229 -3.98345 0.1 0.0 0.0
```
Positions in Å, forces in eV/Å.

## Properties
Net charge: +1
HOMO energy (eV): -10.72
HOMO-LUMO gap (eV): 7.43
E_LUMO (hartree): -0.1207
Strongest force on any atom (eV/A): 5.37
Energy (Eh): -4307.097911